Entry 1:
C4H5NO2 | ωB97M-V/def2-TZVPD

Computed properties:
- electronic energy (eV) = -9812.222
- E_LUMO (Eh) = -0.00289
- SMILES string = O=CC(=O)N1CC1
- largest force on an atom (hartree/bohr) = 0.0138
- Kohn-Sham gap (Eh) = 0.36122
- relative energy (zero: lowest compared OMol25 entry of this formula, charge and spin) (kJ/mol) = 201.9

```
12
C4H5NO2, DFT ωB97M-V/def2-TZVPD
O 0.063 1.521 -1.720
O -0.430 1.496 1.591
N 0.475 -0.345 0.589
C -0.560 -1.362 0.645
C 0.330 1.882 -0.598
C 0.332 -1.227 -0.549
C 0.112 0.985 0.632
H -1.578 -0.979 0.561
H -0.058 -0.796 -1.465
H 0.594 2.935 -0.373
H 1.153 -1.934 -0.669
H -0.432 -2.178 1.357
```

***

Entry 2:
C4H5NO2S | ωB97M-V/def2-TZVPD

Computed properties:
- electronic energy (eV) = -20648.542
- E_LUMO (Eh) = 0.00044
- SMILES string = C=C(OC=O)C(N)=S
- largest force on an atom (hartree/bohr) = 0.0413
- Kohn-Sham gap (Eh) = 0.32079
- relative energy (zero: lowest compared OMol25 entry of this formula, charge and spin) (kJ/mol) = 158.0

```
13
C4H5NO2S, DFT ωB97M-V/def2-TZVPD
S -1.093 1.910 0.973
O 1.498 0.301 0.556
O 0.344 -0.792 2.218
N -1.886 -0.087 -0.500
C 0.479 0.153 -0.399
C -0.872 0.637 0.014
C 1.257 -0.132 1.827
C 0.797 -0.366 -1.555
H -1.652 -0.873 -1.090
H -2.816 0.208 -0.293
H 2.050 0.180 2.423
H 1.814 -0.772 -1.799
H 0.081 -0.366 -2.375
```

***

Entry 3:
C4H5NO2S2 | ωB97M-V/def2-TZVPD

Computed properties:
- electronic energy (eV) = -31483.075
- E_LUMO (Eh) = 0.01720
- SMILES string = O=C(O)[C@]1(S)NC=CS1
- largest force on an atom (hartree/bohr) = 0.0835
- Kohn-Sham gap (Eh) = 0.31432
- relative energy (zero: lowest compared OMol25 entry of this formula, charge and spin) (kJ/mol) = 154.7

```
14
C4H5NO2S2, DFT ωB97M-V/def2-TZVPD
S 0.098 0.890 -1.575
S 1.450 1.484 1.246
O 2.759 -0.724 -0.426
O 1.157 -2.039 0.196
N -0.839 -0.249 0.642
C 1.637 -0.899 -0.114
C -1.643 0.822 -1.307
C 0.614 0.370 0.059
C -1.894 0.233 -0.088
H -2.282 1.024 -2.102
H 0.220 -1.955 0.421
H -2.884 0.226 0.483
H 2.526 0.814 0.891
H -0.918 0.002 1.672
```

***

Entry 4:
C4H5NO3 | ωB97M-V/def2-TZVPD

Computed properties:
- electronic energy (eV) = -11857.234
- E_LUMO (Eh) = -0.00734
- SMILES string = O=C1OCC/C1=N/O
- largest force on an atom (hartree/bohr) = 0.1084
- Kohn-Sham gap (Eh) = 0.36127
- relative energy (zero: lowest compared OMol25 entry of this formula, charge and spin) (kJ/mol) = 460.0

```
13
C4H5NO3, DFT ωB97M-V/def2-TZVPD
O -1.481 -0.636 -2.290
O -0.346 -0.269 1.647
O -2.290 -0.904 0.507
N -0.197 -0.272 -2.086
C 1.266 0.168 0.024
C -1.172 -0.406 0.520
C 0.757 0.570 1.326
C -0.143 -0.117 -0.798
H 2.232 -0.543 -0.180
H 1.564 0.384 2.248
H -2.150 -0.687 -1.624
H 0.469 1.674 1.321
H 1.491 1.038 -0.614
```

***

Entry 5:
C4H5NO3 | ωB97M-V/def2-TZVPD

Computed properties:
- electronic energy (eV) = -11857.895
- E_LUMO (Eh) = 0.00423
- SMILES string = N/C=C(/C=O)OC=O
- largest force on an atom (hartree/bohr) = 0.1130
- Kohn-Sham gap (Eh) = 0.33018
- relative energy (zero: lowest compared OMol25 entry of this formula, charge and spin) (kJ/mol) = 396.2

```
13
C4H5NO3, DFT ωB97M-V/def2-TZVPD
O 2.493 -0.070 0.429
O -2.849 -0.225 -0.003
O 0.522 -1.314 -0.387
N 0.400 1.740 -0.322
C -1.828 -0.995 0.245
C -0.534 -0.441 -0.123
C -0.693 0.865 -0.125
C 1.913 -0.985 -0.215
H 0.306 2.688 0.496
H -1.628 1.412 -0.085
H -1.798 -2.156 0.541
H 1.331 1.380 0.029
H 2.365 -1.900 -0.479
```

***

Entry 6:
C4H5NO3 | ωB97M-V/def2-TZVPD

Computed properties:
- electronic energy (eV) = -11858.075
- E_LUMO (Eh) = 0.00899
- SMILES string = N/C=C(\O)C(O)=C=O
- largest force on an atom (hartree/bohr) = 0.0929
- Kohn-Sham gap (Eh) = 0.30363
- relative energy (zero: lowest compared OMol25 entry of this formula, charge and spin) (kJ/mol) = 378.8

```
13
C4H5NO3, DFT ωB97M-V/def2-TZVPD
O -2.215 -1.630 -0.652
O 0.371 -1.334 1.220
O -1.889 1.895 0.493
N 1.963 0.849 -0.343
C -0.011 -0.459 0.151
C 0.642 0.497 -0.519
C -1.775 0.833 -0.030
C -1.465 -0.444 -0.234
H -1.533 -2.333 -0.604
H 2.269 1.807 -0.415
H 0.246 0.864 -1.345
H 1.039 -1.036 1.799
H 2.357 0.490 0.482
```

***

Entry 7:
C4H5NO3 | ωB97M-V/def2-TZVPD

Computed properties:
- electronic energy (eV) = -11854.042
- E_LUMO (Eh) = -0.05119
- largest force on an atom (hartree/bohr) = 0.2297
- Kohn-Sham gap (Eh) = 0.30827
- relative energy (zero: lowest compared OMol25 entry of this formula, charge and spin) (kJ/mol) = 767.9

```
13
C4H5NO3, DFT ωB97M-V/def2-TZVPD
O -2.440 -1.087 -0.511
O 3.042 -0.860 -0.340
O 0.982 -1.583 0.257
N -1.068 -0.699 0.116
C 0.112 1.443 0.118
C 1.279 0.833 -0.313
C 1.884 -0.502 -0.164
C -1.260 0.638 -0.098
H 0.105 2.478 0.396
H -2.410 -2.075 0.335
H -2.197 1.090 -0.176
H 2.003 1.505 -0.209
H -0.031 -1.182 0.588
```

***

Entry 8:
C4H5NO3 | ωB97M-V/def2-TZVPD

Computed properties:
- electronic energy (eV) = -11855.089
- E_LUMO (Eh) = 0.00331
- SMILES string = O=C[C@]1(O)C=NOC1
- largest force on an atom (hartree/bohr) = 0.1199
- Kohn-Sham gap (Eh) = 0.36409
- relative energy (zero: lowest compared OMol25 entry of this formula, charge and spin) (kJ/mol) = 667.0

```
13
C4H5NO3, DFT ωB97M-V/def2-TZVPD
O -1.157 -1.772 0.657
O 1.684 -0.277 -0.314
O -0.547 1.498 -1.181
N -0.129 1.987 0.107
C 0.327 -0.258 -0.082
C 0.250 0.939 0.859
C 0.013 -1.478 0.804
C -0.845 0.043 -1.083
H 2.067 0.764 0.095
H 0.930 -1.923 1.137
H -0.946 -0.530 -2.283
H -1.890 -0.291 -0.632
H 0.243 1.299 1.915
```

***

Entry 9:
C4H5NO3 | ωB97M-V/def2-TZVPD

Computed properties:
- electronic energy (eV) = -11856.093
- E_LUMO (Eh) = -0.00081
- largest force on an atom (hartree/bohr) = 0.1392
- Kohn-Sham gap (Eh) = 0.30227
- relative energy (zero: lowest compared OMol25 entry of this formula, charge and spin) (kJ/mol) = 570.1

```
13
C4H5NO3, DFT ωB97M-V/def2-TZVPD
O 1.828 -0.168 1.146
O 1.634 1.651 -0.330
O -0.104 0.499 -1.669
N -0.796 -1.858 1.256
C 1.242 0.379 0.336
C 0.483 1.749 -1.287
C 0.180 -0.265 -0.460
C -0.880 -1.044 0.132
H -1.880 -2.408 1.712
H 0.913 2.277 -2.234
H -0.145 -1.851 2.430
H -1.936 -1.166 -0.340
H -0.538 2.206 -0.692
```

***

Entry 10:
C4H5NO6PS | ωB97M-V/def2-TZVPD

Computed properties:
- charge = -1
- electronic energy (eV) = -38127.703
- E_LUMO (Eh) = 0.12988
- largest force on an atom (hartree/bohr) = 0.0637
- Kohn-Sham gap (Eh) = 0.30383
- relative energy (zero: lowest compared OMol25 entry of this formula, charge and spin) (kJ/mol) = 0.0

```
18
C4H5NO6PS, DFT ωB97M-V/def2-TZVPD
S -1.653 -1.314 -0.366
P -1.576 1.333 0.450
O -1.974 -1.920 -1.617
O 3.167 -0.137 -1.756
O -2.437 0.124 -0.264
O 3.289 -0.958 1.139
O -2.112 -1.942 0.828
O 0.851 -1.613 1.824
N 2.198 -0.765 0.193
C 2.208 -0.438 -1.093
C 0.716 -0.319 -1.555
C 0.892 -1.162 0.682
C 0.029 -0.829 -0.342
H -0.925 0.574 1.524
H -2.721 1.786 1.258
H 0.347 0.672 -1.590
H 0.548 -0.910 -2.439
H 2.667 -0.935 1.887
```

***

Entry 11:
C4H5NO6S | ωB97M-V/def2-TZVPD

Computed properties:
- electronic energy (eV) = -28834.762
- E_LUMO (Eh) = -0.00974
- SMILES string = O=C1CCC(OS(=O)(=O)OO)=N1
- largest force on an atom (hartree/bohr) = 0.0827
- Kohn-Sham gap (Eh) = 0.38551
- relative energy (zero: lowest compared OMol25 entry of this formula, charge and spin) (kJ/mol) = 126.7

```
17
C4H5NO6S, DFT ωB97M-V/def2-TZVPD
S -3.897 0.297 0.018
O -3.986 1.263 -0.970
O 0.718 -2.581 -0.459
O -4.832 0.286 1.078
O -3.744 -1.085 -0.660
O -2.386 0.282 0.688
O -3.475 -2.072 0.295
N -0.901 -1.342 0.287
C 1.032 -0.090 -0.452
C -1.192 -0.116 0.409
C 0.028 0.756 0.193
C 0.382 -1.467 -0.212
H -0.239 1.636 -0.474
H 2.090 0.049 -0.105
H 0.965 0.179 -1.618
H -2.414 -2.026 0.325
H 0.400 1.163 1.150
```

***

Entry 12:
C4H5NOS | ωB97M-V/def2-TZVPD

Computed properties:
- electronic energy (eV) = -18599.609
- E_LUMO (Eh) = 0.01079
- SMILES string = Cn1ccc(=S)o1
- largest force on an atom (hartree/bohr) = 0.0471
- Kohn-Sham gap (Eh) = 0.30653
- relative energy (zero: lowest compared OMol25 entry of this formula, charge and spin) (kJ/mol) = 222.9

```
12
C4H5NOS, DFT ωB97M-V/def2-TZVPD
S -3.314 -0.533 -0.040
O -0.774 -0.924 -0.253
N 0.443 -0.258 -0.374
C -1.745 -0.047 -0.070
C 0.218 1.062 -0.151
C -1.146 1.262 -0.001
C 1.538 -1.009 0.136
H 1.531 -1.929 -0.479
H -1.684 2.180 0.150
H 1.445 -1.128 1.232
H 2.499 -0.505 -0.049
H 0.990 1.829 -0.102
```

***

Record order is preserved below.
HOMO energy: -9.9; -8.7; -8.1; -10.0; -8.9; -8.0; -9.8; -9.8; -8.2; -4.7; -10.8; -8.0 eV